[1]
13
Properties=species:S:1:pos:R:3 method="wB97M-V/def2-TZVPD" lumo_energy_ev=0.3 homo_energy_ha=-0.3325
C 0.497 1.814 -0.352
O 1.169 0.886 -1.221
C 1.435 -0.296 -0.712
N 1.356 -0.715 0.435
N 1.082 -1.486 1.379
C -1.701 -1.501 0.058
C -2.519 -0.931 -0.617
H 0.359 2.727 -0.931
H -0.468 1.398 -0.046
H 1.122 2.012 0.526
H 1.876 -1.489 2.029
H -0.954 -1.974 0.671
H -3.255 -0.446 -1.219



[2]
13
Properties=species:S:1:pos:R:3 method="wB97M-V/def2-TZVPD" lumo_energy_ev=0.9 homo_energy_ha=-0.2722
N 1.903 -0.008 0.591
C 0.503 -0.057 0.325
C -0.014 0.356 -0.875
O 0.615 0.824 -1.980
N -1.367 0.214 -0.855
C -1.746 -0.279 0.379
C -0.612 -0.463 1.125
H 2.385 -0.807 0.193
H 2.086 -0.025 1.587
H 1.526 1.000 -1.698
H -1.975 0.448 -1.622
H -2.786 -0.458 0.610
H -0.576 -0.834 2.142



[3]
13
Properties=species:S:1:pos:R:3 method="wB97M-V/def2-TZVPD" lumo_energy_ev=0.9 homo_energy_ha=-0.2827
N 1.895 0.929 -0.073
C 0.576 0.425 -0.055
C 0.070 -0.849 0.019
O 0.871 -1.962 0.093
C -1.349 -0.771 -0.046
C -1.664 0.565 -0.145
N -0.500 1.277 -0.162
H 2.496 0.298 -0.593
H 2.276 0.994 0.867
H 0.408 -2.639 0.598
H -2.053 -1.594 -0.021
H -2.626 1.054 -0.205
H -0.401 2.272 -0.277



[4]
13
Properties=species:S:1:pos:R:3 method="wB97M-V/def2-TZVPD" lumo_energy_ev=0.8 homo_energy_ha=-0.2639
N -2.128 0.532 -0.459
C -0.815 0.085 -0.285
C -0.417 -1.209 -0.429
N 0.857 -1.404 0.018
C 1.447 0.187 0.190
O 2.309 0.845 1.068
C 0.272 0.878 0.065
H -2.757 -0.124 -0.015
H -2.235 1.437 -0.022
H -1.024 -1.943 -0.963
H 1.139 -2.361 -0.276
H 3.200 1.067 0.763
H 0.193 1.937 0.295



[5]
13
Properties=species:S:1:pos:R:3 method="wB97M-V/def2-TZVPD" lumo_energy_ev=0.9 homo_energy_ha=-0.3035
C -1.194 1.443 -1.205
O -1.148 0.881 0.129
C -0.218 -0.218 0.282
C 0.782 0.233 1.070
N 1.501 -0.952 1.159
C 0.874 -1.928 0.427
N -0.237 -1.493 -0.145
H -0.179 1.703 -1.519
H -1.842 2.318 -1.159
H -1.614 0.679 -1.859
H -0.345 1.357 0.815
H 2.359 -1.088 1.672
H 1.262 -2.935 0.334



[6]
13
Properties=species:S:1:pos:R:3 method="wB97M-V/def2-TZVPD" lumo_energy_ev=0.7 homo_energy_ha=-0.2982
O -1.432 1.947 1.205
C -0.795 1.013 0.745
N -1.084 0.415 -0.510
C -0.004 -0.156 -1.291
C 0.231 -0.888 -0.003
C 1.219 -0.247 0.911
N -0.119 0.022 1.424
H -2.036 0.406 -0.856
H 0.735 0.574 -1.637
H -0.365 -0.799 -2.101
H 0.057 -1.963 0.028
H 1.795 -0.929 1.543
H 1.799 0.606 0.544



[7]
13
Properties=species:S:1:pos:R:3 method="wB97M-V/def2-TZVPD" lumo_energy_ev=-0.1 homo_energy_ha=-0.3451
C 1.650 -0.306 1.928
O 0.287 -0.638 1.975
C -0.678 -0.599 0.096
N -0.227 -1.436 0.887
N -0.469 -0.140 -2.637
C -1.070 0.717 -1.912
C -1.240 0.437 -0.488
H 1.710 0.443 2.721
H 2.282 -1.178 2.139
H 1.955 0.180 0.990
H -0.510 0.113 -3.621
H -1.595 1.606 -2.286
H -1.952 0.991 0.119



[8]
13
Properties=species:S:1:pos:R:3 method="wB97M-V/def2-TZVPD" lumo_energy_ev=0.9 homo_energy_ha=-0.3429
C -2.351 0.116 -0.073
C -0.859 0.062 -0.254
N -0.385 -0.452 -1.361
O 0.996 -0.529 -1.216
C 1.302 -0.114 0.017
N 2.576 -0.264 0.572
C 0.210 0.363 0.658
H -2.851 -0.441 -0.873
H -2.665 -0.318 0.885
H -2.701 1.150 -0.097
H 3.303 0.329 0.196
H 2.843 -1.240 0.501
H 0.591 1.292 1.043



[9]
13
Properties=species:S:1:pos:R:3 method="wB97M-V/def2-TZVPD" lumo_energy_ev=0.7 homo_energy_ha=-0.3205
C 0.987 -1.243 -1.143
C 0.264 -0.261 -0.268
C 0.248 1.096 -0.334
C -0.663 1.545 0.704
O -0.939 2.584 1.297
N -1.261 0.418 1.215
N -0.508 -0.705 0.807
H 0.312 -1.715 -1.866
H 1.458 -2.030 -0.545
H 1.761 -0.731 -1.723
H 0.832 1.733 -0.981
H -1.455 0.874 2.135
H -1.036 -1.566 0.702



[10]
13
Properties=species:S:1:pos:R:3 method="wB97M-V/def2-TZVPD" lumo_energy_ev=0.7 homo_energy_ha=-0.3093
N 1.495 -1.369 -0.717
C 0.581 -0.358 -0.372
C 0.555 0.808 -1.299
N -0.137 1.843 -1.051
C -1.341 -0.365 1.380
O -1.439 0.295 2.575
C -0.273 -0.400 0.630
H 2.400 -1.036 -1.025
H 1.592 -2.079 -0.004
H 1.193 0.698 -2.190
H -0.026 2.531 -1.795
H -2.377 0.369 2.787
H -2.222 -0.936 1.081



[11]
13
Properties=species:S:1:pos:R:3 method="wB97M-V/def2-TZVPD" total_charge=+2 lumo_energy_ev=-12.4 homo_energy_ha=-0.7560
C 3.362 0.188 -0.063
C -0.072 -0.551 0.097
C -2.035 0.966 -0.038
C -1.465 -0.407 0.068
N 1.134 -0.698 0.029
N 2.677 -0.872 0.044
O 4.020 1.076 0.095
H -1.789 1.558 0.747
H -3.187 1.035 -0.076
H -1.650 1.572 -0.805
H -1.807 -0.820 -0.928
H -2.021 -1.119 0.853
H 2.834 -1.928 -0.021



[12]
14
Properties=species:S:1:pos:R:3 method="wB97M-V/def2-TZVPD" lumo_energy_ev=0.7 homo_energy_ha=-0.2766
C 1.171 -1.317 0.208
C -1.049 0.231 -0.372
C 0.608 1.223 -0.223
C 0.475 -0.181 -0.426
N -2.089 -0.297 0.389
O -0.524 -0.489 -1.443
O 1.716 1.916 0.000
N -0.629 1.585 -0.144
H 1.464 2.827 0.221
H -2.544 -1.084 -0.058
H -2.704 0.434 0.730
H 1.658 -0.999 1.134
H 1.950 -1.701 -0.460
H 0.498 -2.147 0.444



[13]
14
Properties=species:S:1:pos:R:3 method="wB97M-V/def2-TZVPD" lumo_energy_ev=0.6 homo_energy_ha=-0.3616
C -0.580 0.074 -1.286
C 0.427 -0.534 0.767
N -0.271 0.829 -2.372
C -0.348 0.392 1.613
C 1.137 -1.545 1.267
O 0.558 -0.207 -0.578
N -0.732 1.551 1.358
O -1.683 -0.276 -0.980
H 0.686 0.875 -2.662
H -0.971 0.884 -3.090
H -0.572 1.883 0.387
H -0.493 0.027 2.637
H 1.739 -2.170 0.626
H 1.103 -1.783 2.311



[14]
14
Properties=species:S:1:pos:R:3 method="wB97M-V/def2-TZVPD" lumo_energy_ev=0.7 homo_energy_ha=-0.3104
C -2.311 0.186 0.097
C 0.036 -1.022 -0.278
C 1.292 -0.637 -0.109
C 1.291 0.764 -0.288
H -2.688 1.227 -0.295
H -2.459 0.349 1.359
H -2.867 -0.792 -0.173
H -0.268 -2.024 -0.236
H 2.172 -2.068 -0.362
H 1.924 2.576 0.266
N -0.893 -0.032 -0.094
N -0.069 1.056 -0.127
O 2.521 -1.214 0.242
O 2.317 1.630 -0.002



[15]
14
Properties=species:S:1:pos:R:3 method="wB97M-V/def2-TZVPD" lumo_energy_ev=0.2 homo_energy_ha=-0.3837
C -0.316 1.347 0.493
C 2.295 -0.465 -0.685
C -1.706 -0.576 -0.274
C -1.067 0.207 0.822
N 0.425 2.094 0.050
N -1.191 0.095 2.075
O 2.582 0.709 -1.234
O 1.278 -0.865 -0.131
H 3.244 -1.087 -0.626
H -1.169 -1.566 -0.576
H -2.813 -0.848 -0.118
H -1.686 0.059 -1.159
H -1.841 -0.526 2.526
H 1.965 1.422 -1.164



[16]
14
Properties=species:S:1:pos:R:3 method="wB97M-V/def2-TZVPD" lumo_energy_ev=0.5 homo_energy_ha=-0.3228
C -0.741 -0.076 -0.902
C -0.085 -0.982 -0.006
C -0.417 -2.254 -0.094
C 0.297 0.790 1.408
H 0.949 2.881 -0.805
H 1.560 0.923 -0.662
H -1.653 -0.467 -1.105
H 0.056 -2.926 0.594
H -1.178 -2.645 -0.812
H 1.020 1.618 1.864
N 0.698 1.602 -0.644
N -0.414 1.136 -1.274
O 0.809 -0.515 0.932
O -0.902 0.914 1.506



[17]
14
Properties=species:S:1:pos:R:3 method="wB97M-V/def2-TZVPD" lumo_energy_ev=0.7 homo_energy_ha=-0.2967
C 2.332 0.100 -0.044
C 0.239 -0.363 -0.030
C 0.004 0.964 0.103
C -1.964 -0.291 -0.083
H 3.264 -0.561 -0.365
H 2.287 0.525 0.989
H 1.958 0.996 -0.819
H 0.364 2.067 -0.266
H -3.641 0.414 0.126
H -0.667 -2.032 0.155
N -3.129 -0.588 0.047
N -0.921 -1.124 -0.106
O 1.339 -1.084 0.183
O -1.466 0.975 0.110



[18]
14
Properties=species:S:1:pos:R:3 method="wB97M-V/def2-TZVPD" lumo_energy_ev=0.7 homo_energy_ha=-0.2705
C -1.247 -1.286 -0.063
N 1.246 -0.913 0.257
C 2.090 0.067 -0.099
C 0.031 0.967 0.122
C -0.060 -0.396 0.046
N -0.962 1.913 0.014
O 1.305 1.381 0.141
O 3.233 0.091 -0.416
H 1.520 -1.716 0.806
H -0.622 2.839 -0.197
H -1.862 1.611 -0.325
H -0.940 -2.310 -0.269
H -1.835 -1.292 0.857
H -1.896 -0.956 -0.875



[19]
14
Properties=species:S:1:pos:R:3 method="wB97M-V/def2-TZVPD" lumo_energy_ev="-0.4 / -0.4" homo_energy_ha="-0.3207 / -0.3207"
C 0.120 0.581 -2.052
C -0.588 0.735 1.583
C -1.727 -0.009 1.778
C 0.992 -0.175 -1.250
N -0.219 -0.745 -1.705
N 1.850 -0.614 -0.411
O -0.131 1.581 -2.640
O 2.815 0.034 0.110
H -0.038 1.299 2.392
H -0.142 0.978 0.620
H -2.119 -0.443 0.979
H -2.110 -0.136 2.727
H -0.460 -1.595 -2.211
H 1.756 -1.493 0.082



ΔE to the lowest compared entry with this formula, charge and spin for every record listed, in sequence, given in eV: 6.5784; 0.9190; 0.9425; 3.4468; 4.9364; 4.4891; 5.1945; 2.9914; 1.7769; 3.0630; 3.8452; 3.9416; 1.0780; 5.1236; 2.0471; 5.1918; 4.7983; 1.1954; 6.9967.